Density functional theory data (ωB97M-V/def2-TZVPD) for a molecular structure, C19H52N5O15SZn at a distorted geometry.

## Properties
Relative energy (zero: lowest compared OMol25 entry of this formula, charge and spin) in kcal/mol: 0.0
HOMO-LUMO gap in eV: 7.88
Largest force on an atom in eV/A: 3.2
Electronic energy in Ha: -4334.8730
Charge: +1

Structure (XYZ):
```
93
C19H52N5O15SZn | the OMol25 dataset | ωB97M-V/def2-TZVPD
Zn 3.113 -0.612 -1.525
S 0.176 -0.127 -0.317
O -0.774 -1.141 -0.608
O -1.160 2.585 -2.598
O 3.936 0.728 -0.224
O 3.003 -2.041 -0.104
O -0.280 -0.891 3.342
O 0.832 5.320 1.173
O 2.617 -1.751 -3.218
O -0.504 1.140 -0.510
O -2.186 -3.044 0.061
O 0.570 -0.218 1.052
O 1.385 -0.173 -1.148
O 2.444 0.471 2.922
O 3.459 0.783 -3.004
O -1.717 -1.432 -5.045
O -2.763 2.100 -0.214
N 5.929 1.561 -0.218
N 0.763 3.585 -0.296
N 1.783 -2.461 1.644
N -1.411 -0.502 -3.118
N -4.058 -0.980 1.469
C 2.609 0.386 -4.103
C 2.755 -1.060 -4.401
C 4.225 2.812 1.018
C 0.395 4.191 0.886
C -1.449 -1.586 -3.862
C -3.760 -2.508 1.767
C 2.815 -2.740 0.887
C -4.203 -0.637 -0.054
C 4.674 1.641 0.128
C 3.751 -3.845 1.278
C -5.452 -0.733 2.043
C -3.085 -0.003 2.225
C 0.695 -0.651 4.330
C 1.592 0.606 4.004
C -0.444 3.474 1.886
C -2.543 2.652 -2.513
C -2.358 -3.070 1.444
C -2.971 3.131 -1.183
C -1.357 -2.956 -3.283
H -4.669 0.329 -0.245
H 0.398 2.665 -0.496
H -2.402 -4.079 1.855
H -6.198 -1.510 1.876
H 3.705 -1.430 -4.787
H 0.055 2.568 2.226
H -0.921 2.132 -1.787
H -2.964 -0.224 3.285
H 1.297 -1.556 4.410
H -1.391 0.421 -3.528
H 4.124 1.417 -3.284
H 1.348 -3.194 2.186
H -2.430 4.059 -0.996
H 6.239 0.887 -0.903
H 3.620 -4.033 2.343
H -5.824 0.191 1.601
H -0.656 4.055 2.783
H 0.125 -0.439 5.235
H -2.928 3.353 -3.253
H 2.836 -2.642 -3.500
H -3.991 -2.571 2.831
H -0.316 -2.989 -2.960
H -5.240 -0.730 3.112
H -1.971 -3.172 -2.409
H 4.790 2.777 1.949
H -1.900 1.696 -0.328
H 1.054 1.537 3.825
H -1.504 -2.691 2.004
H 0.065 -0.509 2.531
H -4.026 3.361 -1.032
H 3.626 -4.801 0.770
H -2.094 -0.033 1.772
H -1.368 3.092 1.451
H 2.696 1.098 -4.923
H 1.868 0.305 2.172
H 1.606 0.659 -3.775
H 4.713 -3.389 1.041
H 2.297 0.587 4.835
H -3.577 0.962 2.103
H -1.321 -0.657 -2.124
H -1.631 -2.309 -0.209
H -2.844 1.619 -2.684
H -4.563 -2.984 1.205
H 1.449 3.961 -0.935
H 4.336 3.799 0.570
H 1.984 -1.373 -5.105
H -1.429 -3.645 -4.125
H -3.216 -0.675 -0.513
H 1.246 -1.637 1.412
H 6.550 2.356 -0.169
H -4.861 -1.343 -0.561
H 3.160 2.723 1.232
```